1.
ORCA calculation (ωB97M-V/def2-TZVPD) on C39H41BrHgN9O5S2 as an isolated structure.

## Properties
Total charge ... -2
Spin multiplicity ... 2
E_HOMO (alpha / beta) ... -0.627 / -1.576 eV

Last column: Mulliken spin population.
Atoms and positions in Å:
Hg1 -1.1294 0.8383 0.3035  -0.01
C1 -1.0378 -6.5777 0.7852  0.00
C2 -1.3561 -5.4214 -0.1272  0.00
C3 -0.4024 -4.9539 -1.0249  0.00
C4 -0.6761 -3.8889 -1.8724  0.00
C5 -1.9198 -3.2775 -1.8172  0.00
C6 -2.8861 -3.7335 -0.9298  0.00
C7 -2.6003 -4.7995 -0.0916  0.00
S1 -2.2879 -1.8671 -2.8449  0.00
O1 -1.1039 -1.6176 -3.6269  0.00
O2 -3.5024 -2.2060 -3.5620  0.00
N1 -2.4279 -0.7239 -1.7695  0.00
C8 -3.5707 -0.2788 -1.1988  0.00
C9 -4.9106 -0.5054 -1.6028  0.00
C10 -5.9323 0.1002 -0.9129  0.00
C11 -5.6629 0.9256 0.1820  0.00
C12 -4.3446 1.0848 0.5381  0.00
N2 -3.3419 0.4882 -0.1113  0.00
H1 -0.1659 -6.3586 1.4045  0.00
H2 -0.8104 -7.4772 0.2094  0.00
H3 -1.8762 -6.8005 1.4457  0.00
H4 0.5757 -5.4179 -1.0578  0.00
H5 0.0695 -3.5067 -2.5574  0.00
H6 -3.8510 -3.2419 -0.8896  0.00
H7 -3.3525 -5.1502 0.6069  0.00
H8 -5.0939 -1.1160 -2.4726  0.00
H9 -6.9554 -0.0517 -1.2390  0.00
H10 -6.4416 1.4397 0.7259  0.00
H11 -4.0491 1.7189 1.3677  0.00
N3 -1.9541 -0.3127 2.5087  0.00
C13 -1.0546 -1.2120 3.2318  0.00
C14 -0.7576 -2.4985 2.4570  0.00
C15 0.3746 -2.4004 1.4392  0.00
N4 0.0147 -1.5726 0.2934  0.00
H12 -2.0883 0.5527 3.0350  0.00
H13 -2.8744 -0.7289 2.4043  0.00
H14 -1.4582 -1.4762 4.2184  0.00
H15 -0.1226 -0.6638 3.3909  0.00
H16 -1.6699 -2.8342 1.9475  0.00
H17 -0.4894 -3.2817 3.1725  0.00
H18 0.6683 -3.4158 1.1379  0.00
H19 1.2418 -1.9389 1.9197  0.00
H20 -0.6894 -2.0239 -0.2835  0.00
H21 0.8228 -1.4159 -0.3014  0.00
Br1 3.0616 -5.1375 -3.4743  0.00
C16 3.8726 -3.5236 -2.8448  0.09
C17 3.6111 -3.0598 -1.5635  -0.04
C18 4.2079 -1.8942 -1.1083  0.11
C19 5.1166 -1.1619 -1.9238  0.00
C20 5.3386 -1.6761 -3.2272  0.05
C21 4.7331 -2.8253 -3.6815  -0.02
N5 5.8634 -0.0841 -1.5641  0.18
N6 5.6115 0.6163 -0.4605  0.41
C22 4.3277 0.8645 -0.0301  -0.14
C23 4.1512 1.1427 1.3242  0.15
C24 2.8959 1.3072 1.9077  -0.14
C25 1.7096 1.2568 1.1790  0.15
O3 0.5336 1.3594 1.7476  0.07
C26 1.8670 1.1327 -0.2444  0.04
N7 0.7337 1.2114 -1.0070  0.03
C27 0.8070 1.1555 -2.3154  -0.04
C28 2.0302 1.0451 -2.9904  0.05
C29 3.1824 0.9319 -2.2561  -0.03
C30 3.1441 0.9493 -0.8482  0.05
H22 2.9373 -3.6099 -0.9170  0.00
H23 4.0005 -1.5551 -0.1018  0.01
H24 6.0259 -1.1335 -3.8655  0.00
H25 4.9273 -3.1889 -4.6828  0.00
H26 5.0464 1.1629 1.9352  0.02
H27 2.8183 1.4593 2.9801  0.00
H28 -0.1335 1.1844 -2.8549  0.00
H29 2.0466 1.0168 -4.0710  0.01
H30 4.1379 0.8205 -2.7510  0.00
N8 0.1720 3.1398 4.2055  0.00
C31 -1.0013 3.3998 3.5646  0.00
S2 -2.4404 2.7393 4.1613  0.00
N9 -0.9596 4.1989 2.4903  0.00
C32 0.2316 4.7580 1.9540  0.00
C33 0.4920 4.6254 0.5931  0.01
C34 1.6454 5.1667 0.0508  0.00
C35 2.5492 5.8528 0.8515  0.00
C36 2.2784 6.0034 2.2034  0.00
C37 1.1234 5.4665 2.7546  0.00
H31 0.0888 2.3624 4.8399  0.00
H32 0.9882 3.1148 3.6065  0.00
H33 -1.7452 4.1111 1.8191  0.00
H34 -0.2076 4.0743 -0.0187  -0.01
H35 1.8491 5.0256 -1.0037  0.00
H36 3.4563 6.2625 0.4257  0.00
H37 2.9717 6.5398 2.8404  0.00
H38 0.9116 5.5922 3.8082  0.00
C38 -2.8495 3.4640 -2.0467  0.00
C39 -2.8777 3.8789 -0.5760  0.00
O4 -3.5941 4.8165 -0.2206  0.00
O5 -2.1271 3.1722 0.1815  0.00
H39 -3.5507 4.0602 -2.6281  0.00
H40 -3.0914 2.4031 -2.1416  0.00
H41 -1.8383 3.6042 -2.4368  0.00

2.
ORCA calculation (ωB97M-V/def2-TZVPD) on one molecule with the formula C6H8S3.

## Properties
E_HOMO (alpha / beta) ... -8.021 / -7.861 eV

Last column: Mulliken charge in e.
Atoms and positions in Å:
C1 0.2712 -1.5854 -1.0330  -0.34
C2 1.6049 -1.0544 -0.8403  -0.35
C3 -0.8891 -0.9400 -0.6726  -0.34
C4 1.8014 -0.1267 0.0900  -0.15
C5 -0.4041 0.7884 1.0772  -1.15
C6 -1.2166 0.4078 -0.0879  0.58
S1 3.0212 0.9945 0.3682  -0.19
S2 -3.0316 0.4870 0.5046  -0.18
S3 -1.0489 1.5092 -1.5800  -0.17
H1 0.2698 -2.5761 -1.4501  0.38
H2 2.3448 -1.5250 -1.3686  0.49
H3 -1.8944 -1.4837 -0.6522  0.27
H4 -0.4839 0.4059 2.0822  0.38
H5 -0.2165 1.8252 1.2024  0.32
H6 3.0451 0.7079 1.7062  0.15
H7 -2.8260 -0.3050 1.5969  0.15
H8 -0.3471 2.4705 -0.9430  0.15

3.
ORCA calculation (ωB97M-V/def2-TZVPD) on a 2-piece molecular cluster, CH3Cl3Si overall.

## Properties
E_HOMO ... -8.941 eV

Last column: Mulliken charge in e.
Atoms and positions in Å:
C1 -1.4353 1.1210 0.2614  -0.23
Si1 1.6133 -2.2458 -0.5457  0.31
Cl1 0.1334 1.6932 -0.2790  -0.14
Cl2 -1.5122 -0.5727 -0.1431  -0.14
Cl3 2.6760 -1.3264 1.1142  -0.26
H1 -1.6540 1.1504 1.4012  0.26
H2 2.2734 -1.5657 -1.5176  -0.07
H3 -2.0946 1.7460 -0.2914  0.26

4.
ORCA calculation (ωB97M-V/def2-TZVPD) on C4H10O3S as an isolated structure.

## Properties
E_HOMO ... -8.439 eV

Last column: Mulliken charge in e.
Atoms and positions in Å:
C1 1.0348 2.5237 0.0625  -0.63
C2 -2.0287 -1.9754 -0.1022  -0.70
C3 1.1523 0.3457 -0.5241  -0.13
C4 -0.5535 -0.2561 0.1769  -0.16
O1 1.3603 -0.5642 -1.5751  -0.51
O2 0.9169 1.5834 -1.0103  -0.37
O3 -0.7413 -1.3590 -0.5324  -0.24
S1 -0.2586 -0.3502 1.9465  -0.19
H1 0.8777 3.6073 -0.4498  0.23
H2 2.1082 2.4144 0.5000  0.29
H3 0.2445 2.4022 0.7810  0.30
H4 -2.8423 -1.2476 -0.2574  0.32
H5 -2.0446 -2.0626 1.0858  0.26
H6 -2.1191 -2.8533 -0.6682  0.27
H7 1.8549 0.1420 0.3170  0.50
H8 -1.3499 0.4834 0.0340  0.37
H9 1.1295 0.0113 -2.3346  0.32
H10 1.0782 -0.6601 1.8380  0.10

5.
ORCA calculation (ωB97M-V/def2-TZVPD) on one molecule with the formula H2N2O3.

## Properties
E_HOMO (alpha / beta) ... -10.859 / -10.859 eV

Last column: Mulliken charge in e.
Atoms and positions in Å:
N1 -1.2179 0.3198 -0.2666  -0.35
O1 0.0428 0.8482 -0.0133  -0.14
N2 1.0826 0.0338 0.0413  0.87
O2 0.8078 -1.4638 0.0055  -0.56
O3 2.1719 0.4598 0.1249  -0.43
H1 -1.7947 0.4847 0.5566  0.27
H2 -1.0925 -0.6825 -0.4484  0.35

6.
ORCA calculation (ωB97M-V/def2-TZVPD) on C20H34AsN8O5W as an isolated structure.

## Properties
Total charge ... +1
E_HOMO ... -11.429 eV

Last column: Mulliken charge in e.
Atoms and positions in Å:
W1 0.2091 -0.4025 0.4190  1.47
N1 3.6718 -0.0318 -1.6803  -0.39
C1 2.7477 0.3026 -2.7572  -1.02
C2 1.2801 0.3969 -2.3510  0.38
O1 0.4151 0.6432 -3.1580  -0.52
N2 0.9700 0.2100 -1.0201  0.66
C3 0.4732 -2.4110 -0.4179  -0.86
C4 -0.7119 -2.7747 0.4033  0.17
O2 -1.6888 -3.4240 0.1586  -0.55
O3 -0.6150 -1.9161 1.4626  -0.60
H1 4.1045 -0.9304 -1.8499  0.24
H2 4.4247 0.6420 -1.6332  0.24
H3 2.9836 1.2619 -3.2209  0.38
H4 2.7691 -0.4264 -3.5701  0.37
H5 0.4321 -2.6370 -1.4785  0.46
H6 1.3939 -2.7822 0.0414  0.52
N3 0.4228 3.0768 0.4518  -0.40
N4 -0.2697 3.1461 1.6675  -0.12
C5 -0.9196 2.0468 2.1986  0.18
O4 -1.7122 2.1545 3.0869  -0.60
O5 -0.5733 0.8702 1.6380  -0.67
H7 1.2941 3.5871 0.5423  0.27
H8 -0.1235 3.4978 -0.2940  0.27
H9 -0.6335 4.0329 1.9846  0.25
C6 2.8344 -1.5660 1.7391  -0.81
N5 1.8839 -0.3891 1.8973  0.96
C7 2.7111 0.8710 1.7131  -0.33
N6 3.8019 0.9243 2.6477  0.10
C8 4.6666 -0.2416 2.4445  -0.66
N7 3.9296 -1.4893 2.6655  0.14
C9 3.4048 -1.4939 4.0356  -0.67
N8 2.5202 -0.3500 4.2549  0.10
C10 1.4090 -0.4128 3.3451  -0.75
C11 3.2726 0.8832 4.0165  -0.68
H10 3.2041 -1.5429 0.7120  0.03
H11 2.2599 -2.4739 1.9254  0.31
H12 2.0432 1.7187 1.8678  0.13
H13 3.0779 0.8666 0.6864  -0.08
H14 5.5029 -0.1925 3.1401  0.33
H15 5.0534 -0.2304 1.4244  0.33
H16 4.2361 -1.4475 4.7374  0.34
H17 2.8518 -2.4183 4.2058  0.35
H18 0.7587 0.4455 3.5018  0.32
H19 0.8321 -1.3260 3.4853  0.15
H20 4.1021 0.9397 4.7200  0.34
H21 2.6175 1.7411 4.1744  0.34
C12 -3.5542 -0.6554 0.5074  -1.23
As1 -2.1666 -0.1753 -0.7411  0.42
C13 -2.4553 1.6791 -1.2042  -1.20
C14 -2.4346 -1.2119 -2.3767  -0.89
C15 -3.6109 -0.6911 -3.1471  -0.07
C16 -3.4289 0.2913 -4.1182  -0.14
C17 -4.5176 0.8062 -4.8060  -0.71
C18 -5.7982 0.3481 -4.5263  -0.47
C19 -5.9848 -0.6351 -3.5648  -0.70
C20 -4.8963 -1.1536 -2.8783  -0.31
H22 -4.5315 -0.4888 0.0589  0.51
H23 -3.4442 -0.0411 1.4002  0.40
H24 -3.4283 -1.7058 0.7653  0.35
H25 -3.4439 1.8029 -1.6417  0.51
H26 -1.6961 1.9727 -1.9275  0.29
H27 -2.3881 2.2785 -0.2969  0.45
H28 -2.5687 -2.2430 -2.0496  0.66
H29 -1.5078 -1.1326 -2.9454  0.52
H30 -2.4270 0.6421 -4.3415  0.49
H31 -4.3656 1.5605 -5.5668  0.42
H32 -6.6469 0.7483 -5.0646  0.40
H33 -6.9789 -1.0075 -3.3553  0.40
H34 -5.0438 -1.9372 -2.1433  0.47

7.
ORCA calculation (ωB97M-V/def2-TZVPD) on a 12-piece molecular cluster, C19H62N6O12 overall.

## Properties
E_HOMO ... -8.803 eV

Last column: Mulliken charge in e.
Atoms and positions in Å:
N1 4.3368 -3.1678 2.4002  -0.41
C1 3.4001 -2.8378 1.5605  0.67
N2 3.0968 -1.5607 1.5081  0.15
O1 2.8732 -3.7701 0.6500  -0.83
H1 4.4770 -4.2402 2.5765  0.33
H2 4.6862 -2.5275 3.0927  0.18
H3 2.3977 -1.2656 0.8528  -0.18
H4 3.5941 -0.7564 2.0020  0.21
N3 -0.3053 -1.7511 -3.3564  -0.12
C2 -0.4884 -0.4844 -3.4414  0.46
N4 0.2439 0.0559 -4.3548  -0.31
O2 -1.5017 0.2240 -2.7845  -0.63
H5 -0.7145 -2.3547 -2.5958  0.11
H6 0.5410 -2.1781 -3.7523  0.22
H7 0.2095 1.0618 -4.4958  0.27
H8 1.0646 -0.4021 -4.7685  0.17
N5 1.8910 2.2480 4.2023  -0.35
C3 1.3875 1.0950 4.3480  0.18
N6 1.1592 0.7679 5.5922  -0.43
O3 1.0506 0.3447 3.2014  -0.29
H9 2.2594 2.5054 3.2979  0.29
H10 2.3516 2.6182 5.0815  0.19
H11 0.8245 -0.1697 5.8664  0.29
H12 1.5553 1.4556 6.3848  0.20
C4 -2.6494 4.2632 -0.7580  -1.35
C5 -1.4167 3.4726 -1.2599  1.31
O4 -0.7027 4.2128 -2.2132  -0.66
H13 -3.2355 4.7609 -1.6045  0.35
H14 -2.3344 5.1165 -0.1384  0.33
H15 -3.3688 3.6698 -0.2090  0.24
H16 -1.6958 2.5481 -1.7187  -0.09
H17 -0.7657 3.1989 -0.4530  -0.45
H18 -0.3972 3.7146 -2.9306  0.40
C6 -3.2731 -3.0625 -2.0056  -1.65
C7 -2.3678 -3.3760 -0.8330  0.55
O5 -1.0442 -3.4275 -1.3030  -0.71
H19 -3.1246 -2.0287 -2.4158  0.18
H20 -4.2924 -3.1973 -1.6876  0.47
H21 -3.1300 -3.6914 -2.8544  0.43
H22 -2.7211 -4.3508 -0.4646  0.42
H23 -2.5127 -2.5935 -0.1293  -0.08
H24 -0.4735 -3.6352 -0.5482  0.16
C8 -0.4393 -4.2000 2.1813  -1.50
C9 -0.3380 -2.7342 2.1549  1.91
O6 0.2754 -2.3772 3.2800  -0.63
H25 -0.9279 -4.4950 1.2877  0.35
H26 -1.0433 -4.5253 3.0238  0.39
H27 0.5025 -4.6339 2.2681  0.26
H28 -1.2937 -2.1934 2.0356  -0.24
H29 0.3463 -2.4899 1.4062  -0.95
H30 0.9359 -1.6890 3.0913  0.35
C10 -1.8205 2.2748 2.3324  0.30
C11 -3.3234 2.0440 2.7134  -0.29
O7 -3.5877 2.8122 3.8614  -0.59
H31 -1.5866 1.5506 1.5659  -0.38
H32 -1.1828 1.9427 3.1194  0.06
H33 -1.4881 3.3023 2.0240  0.13
H34 -3.4169 0.9749 2.8632  0.27
H35 -4.0475 2.3831 1.9452  0.18
H36 -2.8898 2.6223 4.4781  0.34
C12 3.6236 -0.6870 -3.1845  -0.50
C13 3.9338 -1.7435 -2.1039  -0.34
O8 2.8575 -2.6747 -2.0750  -0.57
H37 2.6914 -0.1987 -2.8968  -0.23
H38 3.5288 -1.0305 -4.1512  0.47
H39 4.4453 0.0662 -3.1520  0.33
H40 4.0622 -1.2370 -1.1760  0.05
H41 4.8938 -2.1962 -2.1772  0.54
H42 2.9329 -3.1602 -1.2644  0.26
C14 -3.6239 -0.1766 0.0644  0.78
C15 -4.8377 -0.8853 0.6451  -0.63
O9 -4.6738 -1.0470 2.0395  -0.58
H43 -2.7849 -0.5820 0.4927  -0.95
H44 -3.6217 0.8271 0.3613  0.19
H45 -3.5025 -0.1578 -1.0173  0.30
H46 -4.9568 -1.9217 0.2815  0.15
H47 -5.8134 -0.4288 0.3560  0.36
H48 -4.0740 -1.8084 2.1335  0.31
C16 2.0105 2.6748 -2.7296  -0.37
C17 1.8689 2.7332 -4.2756  -0.62
O10 0.5063 2.8837 -4.5741  -0.76
H49 3.0481 2.4202 -2.4506  0.46
H50 1.4511 1.9503 -2.1783  -0.42
H51 1.8719 3.6757 -2.2699  0.58
H52 2.3834 1.9817 -4.8879  0.20
H53 2.2969 3.6887 -4.5600  0.51
H54 0.3388 3.7540 -4.9536  0.35
C18 1.6206 2.6003 1.0467  -0.75
O11 2.8319 2.9788 1.6957  -0.71
H55 1.5920 1.5337 0.9966  0.39
H56 1.4833 3.0678 0.1149  0.27
H57 0.8775 2.9566 1.6802  0.30
H58 3.5116 2.4605 1.3015  0.37
C19 0.0061 -0.4506 -0.1734  -0.71
O12 1.2888 -0.9803 -0.3872  0.73
H59 -0.0612 0.4822 -0.7871  0.13
H60 -0.1990 -0.0429 0.7833  0.43
H61 -0.7620 -1.1929 -0.4455  -0.18
H62 1.3947 -1.2070 -1.2948  -0.32

8.
ORCA calculation (ωB97M-V/def2-TZVPD) on one molecule with the formula C5H13N.

## Properties
E_HOMO ... -8.343 eV

Last column: Mulliken charge in e.
Atoms and positions in Å:
C1 1.1984 2.3417 0.9142  -1.08
C2 0.9854 1.2416 -0.1773  -0.39
N1 0.2147 0.1371 0.4228  -0.30
C3 -0.6141 -0.6660 -0.4306  0.47
C4 0.0027 -1.9496 -1.0747  -1.35
C5 -1.8602 -1.0638 0.3690  -1.44
H1 2.2275 2.2863 1.2884  0.27
H2 0.9575 3.3546 0.6114  0.30
H3 0.6314 2.0533 1.7972  0.35
H4 1.9145 0.8459 -0.5890  0.35
H5 0.3453 1.7335 -0.9063  0.30
H6 0.7222 -0.3207 1.1538  0.23
H7 -0.9220 -0.1337 -1.3291  0.22
H8 -0.3046 -2.0631 -2.1100  0.31
H9 -0.2137 -2.8904 -0.5575  0.34
H10 1.1001 -1.9237 -1.0358  0.37
H11 -2.6609 -0.3258 0.3751  0.32
H12 -1.6204 -1.2761 1.4106  0.36
H13 -2.3710 -1.9593 -0.0098  0.40

Calculated energy above the lowest of the compared OMol25 structures with the same formula, charge and spin in order - 0.0; 120.2; 138.8; 89.1; 54.7; 26.9; 107.8; 23.0 kcal/mol